1.
The following is a quantum chemistry calculation of a structure of composition C39H47AsAuN2O3P3S in a non-equilibrium geometry, from OMol25.

Geometry (Å):
Au -1.7287 0.0148 0.2518
C -3.2224 1.2910 4.9249
P -3.4417 1.8815 3.2483
C -3.2510 3.6607 3.2975
C -5.1504 1.5594 2.8113
O -2.4630 1.2438 2.2954
H -3.9194 1.7740 5.6102
H -2.2036 1.5080 5.2483
H -3.3816 0.2128 4.9532
H -3.9036 4.1122 4.0457
H -3.4866 4.0795 2.3178
H -2.2133 3.8970 3.5361
H -5.8308 1.9022 3.5913
H -5.2933 0.4877 2.6634
H -5.3907 2.0766 1.8814
C 2.6149 -0.2698 -0.1198
P 0.9770 0.5557 -0.1482
C 0.8021 1.3555 -1.7976
C 1.4351 2.5353 -2.2021
C 1.2812 3.0207 -3.4910
C 0.4968 2.3357 -4.4099
C -0.1275 1.1594 -4.0308
C 0.0296 0.6774 -2.7394
C 1.2604 1.8961 1.0734
C 2.2562 2.8756 0.9483
C 2.4450 3.8283 1.9329
C 1.6716 3.8006 3.0885
C 0.7312 2.8002 3.2565
C 0.5286 1.8577 2.2553
P 2.5123 -2.0908 -0.4713
C 2.0741 -2.0397 -2.2503
C 0.9480 -2.7239 -2.6942
C 0.6197 -2.7512 -4.0471
C 1.4141 -2.0849 -4.9648
C 2.5401 -1.3916 -4.5326
C 2.8679 -1.3782 -3.1897
C 4.2921 -2.5040 -0.5880
C 4.6907 -3.5459 -1.4260
C 6.0246 -3.9071 -1.5155
C 6.9793 -3.2445 -0.7546
C 6.5918 -2.2196 0.0934
C 5.2539 -1.8564 0.1825
H 2.9729 -0.1535 0.9037
H 3.2933 0.2489 -0.8018
H 2.0353 3.1092 -1.5174
H 1.7831 3.9348 -3.7797
H 0.3813 2.7163 -5.4161
H -0.7293 0.6080 -4.7416
H -0.4309 -0.2660 -2.4786
H 2.9125 2.8919 0.0919
H 3.2065 4.5862 1.8075
H 1.8256 4.5434 3.8601
H 0.1590 2.7427 4.1745
H -0.2157 1.0892 2.4025
H 0.3465 -3.2692 -1.9727
H -0.2359 -3.3162 -4.3950
H 1.1717 -2.1199 -6.0190
H 3.1674 -0.8770 -5.2487
H 3.7628 -0.8589 -2.8647
H 3.9563 -4.0779 -2.0201
H 6.3209 -4.7068 -2.1814
H 8.0194 -3.5352 -0.8151
H 7.3300 -1.6971 0.6872
H 4.9769 -1.0617 0.8643
C -0.3904 -4.8623 0.9080
As -1.3026 -3.6237 2.0147
C -0.1513 -2.2106 2.5619
C -2.0813 -4.4901 3.5142
S -3.2293 -1.4528 1.3814
H 0.3456 -5.3722 1.5305
H 0.1130 -4.3172 0.1114
H -1.0959 -5.5869 0.5058
H 0.1106 -2.3776 3.6055
H -0.6866 -1.2689 2.4542
H 0.7409 -2.2214 1.9361
H -1.2993 -4.9153 4.1419
H -2.7437 -5.2767 3.1583
H -2.6530 -3.7535 4.0763
N -0.4497 6.3185 -0.5307
C -1.2411 5.4918 -0.6242
C -2.1812 4.4062 -0.7214
C -3.5149 4.5939 -1.0600
C -4.3352 3.4790 -1.1257
C -3.7963 2.2329 -0.8602
N -2.5095 2.0531 -0.5404
C -1.7204 3.1221 -0.4621
H -3.8962 5.5848 -1.2675
H -5.3799 3.5698 -1.3871
H -4.4065 1.3395 -0.9117
H -0.6916 2.9717 -0.1704
C -2.3476 -3.2021 -2.3270
O -2.2551 -1.9190 -1.5947
C -1.4702 -1.8099 -0.6352
O -2.6897 -3.0453 1.0930
H -2.5635 -2.9232 -3.3510
H -3.1696 -3.7415 -1.8687
H -1.3986 -3.7157 -2.2290

Forces on atoms 1 to 3 (eV/Å):
0.40 -0.39 0.19
0.03 -0.01 0.09
0.15 -0.02 -0.14

Charge   +2
Relative energy (zero: lowest compared OMol25 entry of this formula, charge and spin)   119.1 kcal per mole
Gap between HOMO and LUMO   6.807 eV
DFT total energy   -153545.4173 eV

Atom charges from the Mulliken analysis, given in e for atoms 1 to 6: number 1, Au, carries 2.49; number 2, C, carries -1.21; number 3, P, carries 0.98; number 4, C, carries -1.02; number 5, C, carries -1.18; number 6, O, carries -0.87


2.
The following is a quantum chemistry calculation of a structure of composition C39H48BF4O5STeW in a non-equilibrium geometry, from OMol25.

Geometry (Å):
W -6.8084 -17.6391 8.3695
C -5.0312 -13.7244 12.9837
C -4.4356 -13.5026 11.6370
C -3.4142 -12.3036 11.5444
O -5.4112 -13.3400 10.6285
C -5.7814 -14.6148 10.1515
C -4.5366 -15.4848 10.3692
O -3.6285 -14.7739 11.1682
C -4.8411 -16.9015 10.8786
O -5.5472 -17.5533 9.9908
C -5.5652 -16.9363 12.2567
C -5.0208 -16.9504 13.5578
C -5.8539 -17.0745 14.6889
C -7.2321 -17.0736 14.5169
C -7.8009 -16.9246 13.2870
C -6.9739 -16.9563 12.2095
C -3.5136 -17.6118 11.1368
C -2.2795 -17.3221 10.5926
C -1.2918 -18.3136 10.5989
C -1.5234 -19.5466 11.1841
C -2.7058 -19.7968 11.8879
C -3.7180 -18.8454 11.8298
C -6.1513 -14.4426 8.6415
O -6.5070 -15.6993 8.1857
C -4.9362 -13.9850 7.6985
C -4.2786 -14.8852 6.9080
C -3.2584 -14.4164 6.1303
C -2.9149 -13.0504 6.0565
C -3.4316 -12.1430 7.0378
C -4.4799 -12.6789 7.8076
C -7.4108 -13.5501 8.5240
C -8.0264 -13.1571 9.7082
C -9.0379 -12.1146 9.6662
C -9.4295 -11.6515 8.4555
C -8.8992 -12.1264 7.2299
C -7.8430 -13.0516 7.2783
H -5.5443 -12.7850 13.2463
H -4.1915 -14.0206 13.6431
H -5.7409 -14.5979 13.0224
H -3.9822 -11.3437 11.4485
H -2.9314 -12.3707 10.5962
H -2.7450 -12.4779 12.3899
H -6.6595 -14.8442 10.7817
H -4.0817 -15.6282 9.3746
H -3.9612 -16.9852 13.7525
H -5.4172 -17.3867 15.6832
H -7.8559 -17.3040 15.3938
H -8.9202 -17.0222 13.1039
H -7.3387 -17.0382 11.2276
H -2.0513 -16.3559 10.1633
H -0.4446 -18.0342 10.0125
H -0.7973 -20.3158 10.9815
H -2.9479 -20.7727 12.2784
H -4.7112 -19.0198 12.2364
H -4.6553 -15.8960 6.9067
H -2.7720 -15.0724 5.4416
H -2.2486 -12.6922 5.2863
H -3.2820 -11.0443 6.9788
H -5.0635 -11.9846 8.4182
H -7.8665 -13.4938 10.7446
H -9.4682 -11.7727 10.5424
H -10.1084 -10.8257 8.4719
H -9.0976 -11.6752 6.2735
H -7.3214 -13.3523 6.3084
F -5.0522 -18.8809 4.6835
B -4.7435 -17.7823 4.0654
F -6.7429 -17.7636 6.5073
F -3.5346 -17.7338 3.4346
F -5.6570 -16.8095 3.9551
C -12.8349 -19.1046 8.3901
C -11.3850 -19.1917 8.8308
C -10.3453 -19.9428 7.9645
S -10.1864 -19.4777 6.2444
O -8.3946 -17.7400 8.9682
C -11.3799 -20.5605 5.3988
C -10.8162 -21.1981 4.1881
C -11.8942 -22.1541 3.6070
H -12.9216 -18.6255 7.3666
H -13.3808 -18.3684 9.0348
H -13.3376 -20.0520 8.4303
H -11.4009 -19.5384 9.8579
H -10.9108 -18.1390 8.8532
H -10.4289 -21.0840 8.0257
H -9.3771 -19.6222 8.3593
H -12.3773 -20.0640 5.2518
H -11.4912 -21.3941 6.0423
H -9.9707 -21.7682 4.3685
H -10.5701 -20.3507 3.4608
H -11.8528 -23.0360 4.2319
H -11.6420 -22.3513 2.5591
H -12.8619 -21.7398 3.6233
C -7.4688 -20.8687 10.0469
Te -6.5261 -20.4451 8.2541
C -4.5629 -20.7891 9.2337
H -7.3764 -21.9592 10.1781
H -8.5077 -20.7328 10.1226
H -6.9480 -20.3293 10.8379
H -3.7655 -20.6050 8.5338
H -4.3089 -21.6939 9.7705
H -4.5017 -19.9033 9.9154

Forces on atoms 1 to 3 (eV/Å):
1.57 3.79 3.84
-0.15 -0.98 0.46
1.88 -0.18 -2.14

2S+1   3
Charge   +1
Relative energy (zero: lowest compared OMol25 entry of this formula, charge and spin)   48.4 kcal per mole
Gap between HOMO and LUMO (spin up / spin down)   7.037 / 2.846 eV
<S²>   2.0082
DFT total energy   -82955.1713 eV

Atom charges from the Mulliken analysis, given in e for atoms 1 to 6: number 1, W, carries 0.60; number 2, C, carries -1.24; number 3, C, carries 0.95; number 4, C, carries -1.69; number 5, O, carries -0.30; number 6, C, carries -1.37


3.
The following is a quantum chemistry calculation of a structure of composition C39H48CaIOP2S in a non-equilibrium geometry, from OMol25.

Geometry (Å):
Ca 0.7901 -0.2058 0.7565
C 3.3925 -0.6152 1.9235
C 3.3688 0.0214 0.6750
C 2.6287 1.2492 0.8128
C 2.2258 1.3311 2.1868
C 2.6864 0.1865 2.8449
C 2.5716 -0.0598 4.3218
C 1.4840 2.4561 2.8558
C 2.9247 2.4306 -0.0797
C 4.2463 -0.2701 -0.5136
C 4.0174 -1.9405 2.2542
H 2.9521 -1.0463 4.5758
H 1.5471 0.0300 4.6868
H 3.1705 0.6733 4.8679
H 0.4030 2.2690 2.9116
H 1.6271 3.4018 2.3358
H 1.8494 2.5829 3.8733
H 2.7172 2.2310 -1.1323
H 3.9863 2.6794 0.0074
H 2.3699 3.3187 0.2202
H 3.6836 -0.4725 -1.4295
H 4.8951 -1.1218 -0.3207
H 4.8864 0.5917 -0.7158
H 3.2631 -2.7293 2.3649
H 4.5656 -1.8833 3.1935
H 4.7188 -2.2547 1.4828
I -1.7762 -2.0802 -1.6879
C -3.6277 -1.1993 -2.2585
C -4.5864 -2.1135 -2.6196
C -5.8088 -1.6986 -3.1590
C -6.0174 -0.3667 -3.3591
C -5.0605 0.5902 -2.9610
C -5.3567 1.9495 -3.1732
C -4.4953 2.9207 -2.7632
C -3.3298 2.5540 -2.0951
C -2.9681 1.2408 -1.8702
P -1.4117 1.0451 -0.8604
C -0.1890 1.4412 -2.1858
C -0.1922 2.6249 -2.9237
C 0.7424 2.8280 -3.9239
C 1.6675 1.8444 -4.2312
C 1.6682 0.6566 -3.5183
C 0.7603 0.4655 -2.4905
C -1.5363 2.6096 0.1024
C -2.6645 2.8229 0.8958
C -2.7681 3.9648 1.6679
C -1.7312 4.8863 1.6934
C -0.5999 4.6707 0.9262
C -0.5024 3.5365 0.1383
C -3.8251 0.2008 -2.3438
H -4.3962 -3.1711 -2.5052
H -6.5500 -2.4326 -3.4369
H -6.9219 -0.0118 -3.8296
H -6.2820 2.1988 -3.6649
H -4.7080 3.9655 -2.9214
H -2.7152 3.3503 -1.7100
H -0.9144 3.4038 -2.7278
H 0.7396 3.7585 -4.4742
H 2.3788 2.0037 -5.0275
H 2.3758 -0.1195 -3.7736
H 0.7685 -0.4665 -1.9377
H -3.4714 2.1017 0.8796
H -3.6646 4.1546 2.2379
H -1.8079 5.7707 2.3067
H 0.2058 5.3915 0.9270
H 0.3693 3.3720 -0.4769
O 0.9657 -2.1786 0.0297
S 2.2948 -2.8209 -0.2516
C 2.0481 -4.5757 0.2698
C 2.2331 -5.4505 -0.9568
C 1.6248 -4.6716 -2.1131
C 2.2195 -3.2782 -2.0315
H 1.0308 -4.6250 0.6536
H 2.7570 -4.8032 1.0624
H 1.7470 -6.4159 -0.8226
H 3.2957 -5.6253 -1.1364
H 0.5430 -4.6047 -1.9869
H 1.8421 -5.1391 -3.0722
H 1.6204 -2.5343 -2.5522
H 3.2448 -3.2535 -2.3982
C -2.3031 -2.0206 2.2084
P -0.7699 -1.1737 2.7538
C 0.0895 -2.5937 3.5289
C -1.4487 -0.2762 4.2082
H -2.7842 -2.5070 3.0556
H -2.0570 -2.7651 1.4559
H -2.9899 -1.2965 1.7747
H -0.5525 -3.0816 4.2624
H 1.0065 -2.2613 4.0081
H 0.3450 -3.3011 2.7418
H -1.8918 -0.9793 4.9143
H -2.2139 0.4199 3.8639
H -0.6693 0.2935 4.7096

Forces on atoms 1 to 3 (eV/Å):
-0.42 0.91 0.11
-0.30 -0.48 -0.23
0.15 0.75 -0.17

Charge   +1
Relative energy (zero: lowest compared OMol25 entry of this formula, charge and spin)   29.8 kcal per mole
Gap between HOMO and LUMO   7.370 eV
DFT total energy   -99218.7391 eV

Atom charges from the Mulliken analysis, given in e for atoms 1 to 6: number 1, Ca, carries 1.57; number 2, C, carries 1.18; number 3, C, carries 0.64; number 4, C, carries 0.39; number 5, C, carries 0.41; number 6, C, carries 1.07


4.
The following is a quantum chemistry calculation of a structure of composition C39H48F3N2O2Se2Zr, from OMol25.

Geometry (Å):
Zr -1.5142 1.6791 0.5980
C 5.0079 -2.5540 -0.9831
C 4.5841 -2.2191 0.4538
C 4.1698 -3.5156 1.1496
C 5.7740 -1.6163 1.2133
C 3.4436 -1.2044 0.4141
C 2.1937 -1.4534 0.9662
C 1.2022 -0.4930 0.8723
Se -0.5244 -0.8605 1.6315
C -1.4116 -1.6707 0.1253
C -1.0502 -2.9479 -0.2754
C -1.6836 -3.5293 -1.3612
C -2.6945 -2.7961 -1.9891
C -3.0982 -1.5214 -1.6079
C -2.4135 -0.9568 -0.5232
O -2.6861 0.3172 -0.0895
C -4.2070 -0.7688 -2.3516
C -5.3579 -0.4380 -1.3883
C -4.7887 -1.6091 -3.4909
C -3.6440 0.5203 -2.9703
C -1.3213 -4.9190 -1.8797
C -2.5533 -5.8306 -1.7954
C -0.8636 -4.8063 -3.3407
C -0.1912 -5.5533 -1.0687
C 1.4177 0.7417 0.2529
O 0.3694 1.6203 0.2263
C 2.6668 1.0345 -0.3004
C 3.6317 0.0310 -0.1950
C 3.0822 2.3358 -1.0050
C 1.9876 3.4004 -1.1026
C 3.5354 2.0015 -2.4340
C 4.2522 2.9594 -0.2262
H 5.8209 -3.2818 -0.9718
H 4.1750 -2.9804 -1.5455
H 5.3597 -1.6710 -1.5181
H 5.0098 -4.2106 1.1496
H 3.8843 -3.3458 2.1898
H 3.3393 -4.0034 0.6340
H 6.5977 -2.3314 1.2447
H 6.1409 -0.7077 0.7339
H 5.4971 -1.3698 2.2399
H 1.9790 -2.3850 1.4702
H -0.2707 -3.4679 0.2630
H -3.1997 -3.2548 -2.8261
H -5.7765 -1.3515 -0.9619
H -5.0355 0.2060 -0.5735
H -6.1535 0.0762 -1.9305
H -5.2258 -2.5412 -3.1281
H -5.5825 -1.0417 -3.9777
H -4.0403 -1.8439 -4.2496
H -3.2880 1.2195 -2.2147
H -2.8211 0.2940 -3.6514
H -4.4248 1.0237 -3.5429
H -3.3794 -5.4501 -2.3974
H -2.3054 -6.8276 -2.1633
H -2.8995 -5.9231 -0.7645
H -1.6473 -4.3991 -3.9806
H 0.0125 -4.1605 -3.4255
H -0.5998 -5.7928 -3.7255
H -0.4702 -5.6893 -0.0217
H 0.0393 -6.5374 -1.4776
H 0.7224 -4.9556 -1.1134
H 4.6041 0.2382 -0.6218
H 1.1262 3.0660 -1.6808
H 1.6454 3.7176 -0.1167
H 2.4046 4.2741 -1.6059
H 2.7200 1.5536 -3.0053
H 3.8458 2.9154 -2.9432
H 4.3782 1.3107 -2.4505
H 3.9493 3.2114 0.7921
H 5.1140 2.2945 -0.1683
H 4.5735 3.8779 -0.7199
Se -2.6580 3.8406 -0.2460
C -1.1293 4.9413 0.1606
C -0.6261 5.0665 1.4493
C 0.4924 5.8662 1.6519
N 1.1000 6.5402 0.6836
C 0.5893 6.4360 -0.5417
C -0.5084 5.6500 -0.8588
H -1.1123 4.5929 2.2916
H 0.9067 5.9785 2.6483
H 1.0884 7.0060 -1.3172
H -0.8694 5.5969 -1.8767
F -3.5636 2.0664 7.4439
C -2.4467 2.6656 7.0235
F -2.5648 3.9769 7.2586
F -1.4234 2.2037 7.7444
C -2.2312 2.4250 5.5430
C -0.9570 2.2088 5.0420
C -0.8140 2.0242 3.6833
N -1.8578 2.0588 2.8415
C -3.0859 2.2805 3.3312
C -3.3153 2.4595 4.6803
H -0.0947 2.1766 5.6916
H 0.1621 1.8493 3.2437
H -3.8961 2.3305 2.6147
H -4.3187 2.6264 5.0451

Forces on atoms 1 to 3 (eV/Å):
-0.06 0.13 0.12
0.00 0.00 0.00
0.01 0.01 0.00

Charge   +1
Relative energy (zero: lowest compared OMol25 entry of this formula, charge and spin)   0.0 kcal per mole
Gap between HOMO and LUMO   7.321 eV
DFT total energy   -188422.6460 eV

Atom charges from the Mulliken analysis, given in e for atoms 1 to 6: number 1, Zr, carries 0.62; number 2, C, carries -1.57; number 3, C, carries 2.03; number 4, C, carries -1.93; number 5, C, carries -1.65; number 6, C, carries -0.46


5.
The following is a quantum chemistry calculation of a structure of composition C39H48N5O3PSW, from OMol25.

Geometry (Å):
W 0.6869 -0.1068 -0.8504
O -3.2191 1.7654 -1.7068
C -2.7911 2.7122 -2.5672
C -3.7649 3.5811 -3.0554
C -3.4262 4.5838 -3.9353
C -2.1032 4.7562 -4.3573
C -1.1356 3.9105 -3.8836
C -1.4538 2.8721 -2.9824
C -0.3785 2.0255 -2.5254
O -0.6700 0.9874 -1.7063
N 0.8625 2.1936 -2.8518
N 1.5911 1.1789 -2.2815
C 2.8057 1.0285 -2.6954
C 3.4708 -0.1179 -2.1687
C 4.7646 -0.4859 -2.5252
C 5.2828 -1.6743 -2.0601
C 4.4660 -2.4841 -1.2783
C 3.1947 -2.0629 -0.9572
N 2.6918 -0.8728 -1.3438
H -2.4730 1.2187 -1.4287
H -4.7840 3.4400 -2.7229
H -4.1978 5.2463 -4.3048
H -1.8475 5.5446 -5.0502
H -0.1063 4.0189 -4.1955
H 3.2312 1.7065 -3.4236
H 5.3275 0.1618 -3.1835
H 6.2837 -1.9857 -2.3246
H 4.8049 -3.4482 -0.9262
H 2.5384 -2.6983 -0.3863
C -4.2430 -3.2315 -2.4322
C -3.2815 -4.1392 -1.6801
N -1.8590 -3.7469 -1.8396
C -1.0497 -4.5824 -2.7458
C -1.2361 -4.2040 -4.2066
C -1.4120 -2.6754 -1.2203
S 0.2744 -2.2032 -1.6182
N -2.2575 -2.0396 -0.4189
C -1.9995 -0.9817 0.3137
O -0.8578 -0.3775 0.4095
C -3.0990 -0.4165 1.1023
C -4.3067 -1.1088 1.2254
C -5.3412 -0.5621 1.9606
C -5.1850 0.6823 2.5603
C -3.9919 1.3813 2.4293
C -2.9489 0.8317 1.7078
H -5.2552 -3.6176 -2.3153
H -4.0155 -3.2063 -3.4970
H -4.2169 -2.2164 -2.0407
H -3.3515 -5.1594 -2.0510
H -3.5072 -4.1485 -0.6159
H -1.3612 -5.6107 -2.5699
H -0.0052 -4.5159 -2.4549
H -2.2672 -4.3473 -4.5257
H -0.6037 -4.8366 -4.8281
H -0.9591 -3.1636 -4.3815
H -4.4189 -2.0721 0.7487
H -6.2735 -1.0999 2.0647
H -6.0004 1.1106 3.1282
H -3.8797 2.3536 2.8899
H -2.0141 1.3631 1.6045
C 3.1624 -1.7390 2.5940
C 3.3328 -0.2299 2.3846
C 4.5739 0.0404 1.5262
C 3.5359 0.3618 3.7863
P 1.7879 0.5267 1.5980
C 0.5181 0.1360 2.8536
C -0.0205 1.0426 3.7619
C -0.9190 0.6236 4.7361
C -1.2929 -0.7057 4.8190
C -0.7729 -1.6216 3.9124
C 0.1180 -1.2018 2.9418
C 1.9698 2.3995 1.4201
C 2.4977 3.1949 2.6231
C 0.5616 2.8864 1.0469
C 2.9073 2.7279 0.2464
H 4.0986 -2.1201 3.0072
H 2.9657 -2.2859 1.6794
H 2.3811 -1.9648 3.3157
H 5.3838 -0.6016 1.8776
H 4.9157 1.0672 1.6306
H 4.4196 -0.1669 0.4665
H 4.4452 -0.0792 4.2012
H 2.7111 0.1094 4.4522
H 3.6665 1.4383 3.7886
H 0.2393 2.0880 3.7296
H -1.3224 1.3469 5.4322
H -1.9897 -1.0298 5.5803
H -1.0649 -2.6624 3.9618
H 0.4918 -1.9266 2.2270
H 2.0040 2.9940 3.5677
H 2.3595 4.2548 2.3974
H 3.5659 3.0427 2.7596
H -0.1941 2.6202 1.7844
H 0.2456 2.5034 0.0708
H 0.5731 3.9735 0.9463
H 3.9521 2.6985 0.5385
H 2.6936 3.7444 -0.0911
H 2.7709 2.0599 -0.5986

Forces on atoms 1 to 3 (eV/Å):
0.51 0.22 0.31
0.00 0.01 0.00
0.00 -0.02 0.01

Charge   +2
Relative energy (zero: lowest compared OMol25 entry of this formula, charge and spin)   12.4 kcal per mole
Gap between HOMO and LUMO (spin up / spin down)   6.213 / 6.212 eV
DFT total energy   -76753.8897 eV

Atom charges from the Mulliken analysis, given in e for atoms 1 to 6: number 1, W, carries 2.06; number 2, O, carries -0.65; number 3, C, carries 0.45; number 4, C, carries -0.65; number 5, C, carries -0.33; number 6, C, carries -0.80